DFT (ωB97M-V/def2-TZVPD) results for a molecular structure, C35H39BaCl4NO2P.

## Properties
Net charge   -1
Total energy   -3770.078562 Ha
Orbital gap   5.7 eV
HOMO energy   -0.129 Ha
ΔE to the lowest compared entry with this formula, charge and spin   1.19 kcal per mole
LUMO energy   2.25 eV
2S+1   1

XYZ file:
```
83
Properties=species:S:1:pos:R:3:forces:R:3
Ba -1.124 1.018 0.195 -0.308 -0.069 -0.755
N -3.041 -0.714 1.379 -0.151 -0.071 0.054
C -4.358 -0.591 0.861 -0.090 -0.015 -0.001
C -4.874 -1.639 0.101 0.081 -0.011 0.025
C -6.151 -1.580 -0.431 0.029 0.015 0.025
C -6.938 -0.461 -0.202 -0.017 0.009 0.005
C -6.421 0.588 0.545 0.086 -0.014 0.016
C -5.133 0.560 1.080 0.030 0.001 0.014
C -4.601 1.739 1.827 -0.006 0.050 0.018
C -5.400 2.324 2.817 0.081 -0.016 -0.053
C -4.966 3.461 3.489 -0.002 -0.067 -0.040
C -3.735 4.010 3.159 -0.022 -0.008 -0.022
C -2.954 3.405 2.177 0.024 0.044 0.058
C -3.334 2.251 1.471 0.203 -0.007 -0.004
H -2.808 -1.681 1.560 0.047 0.016 0.014
H -2.885 -0.164 2.221 -0.089 -0.001 -0.060
H -4.254 -2.513 -0.079 -0.021 0.030 0.014
H -6.521 -2.405 -1.027 -0.012 0.009 0.004
H -7.937 -0.397 -0.616 0.033 0.004 0.015
H -7.014 1.481 0.705 0.001 -0.014 -0.008
H -6.358 1.880 3.072 0.007 0.009 0.001
H -5.578 3.905 4.266 -0.004 -0.011 -0.020
H -3.378 4.897 3.673 -0.011 -0.023 0.003
H -1.983 3.863 1.972 -0.053 -0.023 0.022
C 5.225 0.131 0.634 -0.036 -0.007 0.004
C 3.851 0.805 0.606 -0.006 0.055 0.046
C 3.897 2.046 -0.293 0.001 -0.011 0.079
C 3.508 1.251 2.037 -0.052 0.052 -0.082
P 2.394 -0.262 0.072 0.068 -0.119 -0.083
C 2.720 -1.795 1.043 -0.012 0.002 -0.016
C 3.756 -2.702 0.796 -0.091 0.025 0.007
C 3.936 -3.817 1.600 -0.015 0.021 -0.006
C 3.088 -4.042 2.679 0.015 -0.002 0.002
C 2.061 -3.151 2.941 -0.020 0.016 -0.005
C 1.873 -2.040 2.125 -0.026 0.014 -0.028
C 2.576 -0.747 -1.745 0.039 0.026 0.008
C 3.977 -0.921 -2.337 -0.036 -0.040 -0.003
C 1.779 -2.047 -1.919 0.021 0.009 -0.011
C 1.860 0.351 -2.554 -0.037 -0.047 0.084
H 5.970 0.859 0.969 -0.015 0.013 -0.007
H 5.535 -0.235 -0.345 0.012 0.000 0.013
H 5.242 -0.703 1.338 0.015 0.073 -0.037
H 4.605 2.768 0.126 -0.017 -0.003 -0.001
H 2.918 2.530 -0.348 0.035 0.001 0.004
H 4.225 1.807 -1.305 -0.019 0.033 0.017
H 4.310 1.894 2.416 -0.006 -0.009 -0.005
H 3.416 0.398 2.714 -0.003 0.017 -0.025
H 2.572 1.815 2.060 0.118 -0.057 0.034
H 4.430 -2.533 -0.031 0.004 -0.051 0.014
H 4.741 -4.509 1.389 0.006 -0.002 -0.006
H 3.231 -4.910 3.312 0.002 0.012 -0.016
H 1.395 -3.316 3.779 0.008 0.008 -0.012
H 1.057 -1.354 2.331 0.049 -0.018 0.014
H 4.564 -1.693 -1.839 -0.012 0.004 -0.017
H 4.543 0.010 -2.319 0.010 -0.042 -0.003
H 3.871 -1.216 -3.387 0.007 0.005 0.031
H 2.271 -2.897 -1.439 -0.039 0.052 -0.045
H 1.668 -2.253 -2.986 0.011 -0.007 0.031
H 0.769 -1.952 -1.506 0.032 0.003 -0.011
H 2.326 1.331 -2.428 -0.009 -0.033 0.002
H 0.805 0.417 -2.277 0.015 0.011 0.004
H 1.879 0.100 -3.618 0.011 -0.011 -0.010
Cl -1.606 1.365 5.156 0.094 0.047 -0.045
C -0.050 1.778 4.418 -0.001 -0.099 -0.138
Cl 0.289 3.492 4.657 -0.039 -0.034 -0.007
Cl 1.251 0.820 5.173 0.023 -0.055 0.038
C -0.064 1.386 2.897 -0.282 0.118 -0.420
O 0.323 2.223 2.063 0.231 0.312 0.488
O -0.507 0.250 2.619 0.108 -0.191 0.675
Cl 1.320 -0.507 -7.474 0.044 0.003 -0.042
C 0.315 -0.397 -6.042 -0.099 0.043 0.042
C -0.023 -1.542 -5.336 -0.056 -0.018 0.104
C -0.817 -1.456 -4.207 0.067 -0.032 -0.075
C -1.305 -0.221 -3.707 0.042 0.117 0.092
C -1.982 -0.106 -2.462 -0.023 0.021 0.218
C -0.978 0.913 -4.501 0.075 -0.024 -0.049
C -0.184 0.833 -5.629 -0.031 -0.036 0.053
H 0.340 -2.508 -5.670 -0.002 0.030 -0.015
H -1.051 -2.367 -3.663 -0.009 0.034 -0.010
H -2.461 -1.012 -2.080 0.022 0.057 -0.050
H -2.614 0.781 -2.335 -0.015 -0.082 -0.144
H -1.340 1.889 -4.192 -0.031 -0.015 0.014
H 0.049 1.729 -6.190 0.019 -0.026 -0.017
```
Forces are in eV/Å.

DFT (ωB97M-V/def2-TZVPD) results for a molecular structure, C40H36F3N2O3P2S3Sc.

## Properties
Total energy   -4818.846109 Ha
Orbital gap   7.4 eV
HOMO energy   -0.295 Ha
ΔE to the lowest compared entry with this formula, charge and spin   4.59 kcal per mole
LUMO energy   -0.62 eV
2S+1   1

XYZ file:
```
90
Properties=species:S:1:pos:R:3:forces:R:3
Sc -0.521 -0.615 2.460 0.207 0.391 0.167
C 2.683 2.790 3.226 0.021 -0.008 -0.018
C 2.727 1.866 2.009 -0.031 0.084 0.022
C 2.069 2.535 0.799 0.033 -0.037 0.056
C 2.225 0.460 2.293 -0.023 0.011 0.029
C 2.136 -0.062 3.591 -0.055 -0.056 -0.049
C 1.930 -1.421 3.814 -0.019 -0.063 -0.105
C 1.781 -2.324 2.752 0.073 0.027 0.066
C 1.724 -3.807 2.975 -0.030 0.078 -0.056
C 1.731 -1.786 1.466 -0.008 0.111 -0.023
C 1.947 -0.423 1.249 0.006 -0.095 -0.070
H 3.089 3.763 2.951 -0.004 0.000 0.010
H 3.285 2.408 4.052 -0.014 0.029 -0.004
H 1.661 2.944 3.573 0.058 0.009 0.015
H 3.784 1.717 1.753 0.010 -0.017 -0.008
H 1.010 2.715 0.985 0.012 0.016 -0.008
H 2.176 1.945 -0.111 0.004 0.020 0.007
H 2.555 3.494 0.614 -0.025 -0.001 0.007
H 2.233 0.593 4.446 0.024 -0.007 0.001
H 1.878 -1.785 4.832 0.003 -0.022 -0.006
H 2.725 -4.226 2.852 -0.014 0.004 -0.001
H 1.064 -4.287 2.254 0.005 0.000 -0.007
H 1.372 -4.045 3.974 -0.036 -0.025 0.094
H 1.562 -2.428 0.608 -0.006 -0.002 0.004
H 1.930 -0.052 0.236 0.030 -0.025 -0.001
S -0.665 1.788 2.945 0.053 -0.086 -0.014
C -2.368 1.589 2.670 -0.072 0.134 -0.070
S -2.907 -0.013 2.290 -0.151 -0.076 -0.046
C -3.218 2.662 2.688 0.012 0.021 -0.023
C -2.728 3.986 2.911 0.039 0.048 0.064
N -2.328 5.052 3.086 -0.045 -0.087 -0.047
C -4.606 2.513 2.392 -0.121 -0.037 0.124
N -5.727 2.400 2.153 0.109 0.003 -0.046
F -3.773 -2.646 3.716 0.014 -0.008 0.103
C -3.093 -2.545 4.852 -0.023 -0.081 -0.027
F -3.309 -3.639 5.576 -0.009 0.007 -0.027
F -3.502 -1.488 5.532 -0.024 0.046 -0.005
S -1.262 -2.406 4.506 -0.103 -0.013 0.004
O -0.630 -3.341 5.374 0.034 -0.011 -0.010
O -0.910 -0.989 4.674 0.095 0.029 -0.051
O -1.132 -2.666 3.050 0.000 -0.117 -0.187
C -0.288 -0.325 -2.207 0.039 -0.007 0.015
P -1.128 -0.138 -0.539 0.012 -0.232 -0.035
C -1.833 1.531 -0.766 -0.134 0.011 0.140
C -0.948 2.561 -1.094 0.035 -0.046 -0.014
C -1.385 3.873 -1.172 0.044 -0.018 0.006
C -2.717 4.176 -0.925 -0.022 0.014 0.003
C -3.604 3.161 -0.602 -0.021 0.009 -0.043
C -3.166 1.846 -0.514 0.134 0.081 -0.077
C -2.475 -1.347 -0.803 0.012 -0.039 0.053
C -2.394 -2.566 -0.132 -0.006 0.144 -0.001
C -3.349 -3.551 -0.326 -0.075 0.007 -0.049
C -4.404 -3.324 -1.200 0.033 -0.097 0.067
C -4.482 -2.124 -1.891 0.028 0.112 -0.044
C -3.518 -1.143 -1.702 -0.034 -0.071 -0.001
P 1.367 -1.139 -2.284 -0.036 0.108 -0.032
C 2.514 0.310 -2.279 -0.051 -0.064 0.032
C 3.737 0.174 -1.625 -0.014 -0.005 -0.009
C 4.650 1.220 -1.595 0.011 0.001 0.000
C 4.346 2.420 -2.219 -0.002 -0.014 0.006
C 3.137 2.562 -2.889 -0.022 0.007 -0.027
C 2.232 1.512 -2.925 0.034 0.041 -0.019
C 1.466 -1.548 -4.072 0.072 -0.076 0.064
C 2.553 -2.335 -4.456 -0.018 -0.002 -0.008
C 2.752 -2.671 -5.785 0.002 -0.013 -0.023
C 1.854 -2.238 -6.752 0.006 -0.002 0.021
C 0.764 -1.466 -6.380 -0.020 0.008 -0.008
C 0.572 -1.120 -5.048 -0.022 0.052 -0.026
H -0.287 0.647 -2.701 -0.014 -0.037 0.028
H -0.959 -0.967 -2.779 0.009 -0.006 0.015
H 0.100 2.341 -1.278 -0.035 0.029 0.020
H -0.681 4.660 -1.410 -0.009 -0.011 0.001
H -3.058 5.202 -0.969 0.004 -0.018 0.001
H -4.641 3.386 -0.389 0.021 -0.001 -0.008
H -3.865 1.079 -0.222 -0.080 -0.108 0.039
H -1.582 -2.757 0.560 0.045 -0.001 0.059
H -3.274 -4.486 0.214 -0.012 0.008 -0.010
H -5.164 -4.081 -1.342 0.021 0.009 -0.001
H -5.299 -1.947 -2.579 0.010 -0.002 0.014
H -3.587 -0.213 -2.251 -0.017 0.053 -0.027
H 3.974 -0.760 -1.128 -0.011 -0.004 0.005
H 5.596 1.096 -1.082 -0.022 0.007 -0.009
H 5.050 3.242 -2.190 -0.012 -0.011 -0.002
H 2.901 3.492 -3.391 0.004 -0.009 0.009
H 1.305 1.635 -3.476 0.052 0.008 0.016
H 3.249 -2.687 -3.703 -0.009 0.003 -0.016
H 3.602 -3.280 -6.067 -0.013 0.012 0.004
H 2.001 -2.505 -7.791 -0.002 0.004 0.014
H 0.057 -1.127 -7.127 0.015 -0.007 0.011
H -0.284 -0.509 -4.787 0.039 -0.023 -0.014
```
Forces are in eV/Å.

DFT (ωB97M-V/def2-TZVPD) results for 4 unconnected molecules or ions with the total composition C3H15NO3S in a non-equilibrium geometry.

## Properties
Total energy   -801.854535 Ha
Orbital gap   8.5 eV
HOMO energy   -0.299 Ha
ΔE to the lowest compared entry with this formula, charge and spin   59.70 kcal per mole
Structure (SMILES)   C[C@H](N)CS.O.O.O
LUMO energy   0.34 eV
2S+1   1

XYZ file:
```
23
Properties=species:S:1:pos:R:3:forces:R:3
C -0.212 1.387 1.026 -1.069 0.913 0.497
C 1.112 1.393 0.247 0.225 3.439 -1.071
N 0.930 0.645 -1.008 -0.924 1.162 -2.133
C 2.453 0.987 1.132 -1.160 1.765 -4.521
S 3.365 -0.165 -0.015 0.606 -0.781 2.007
H -0.540 2.428 1.439 0.620 -2.012 -0.701
H -1.067 0.905 0.484 0.601 1.049 -0.212
H -0.167 0.663 1.807 0.342 -0.231 1.330
H 1.260 2.518 -0.089 0.059 -2.071 0.799
H 0.712 1.253 -1.876 1.273 -0.559 2.030
H 0.004 0.272 -0.956 -0.425 -1.097 0.342
H 2.021 0.536 1.966 0.229 -1.270 1.536
H 2.989 1.940 1.351 -0.252 -1.091 0.020
H 3.926 0.628 -0.918 -0.171 0.726 0.057
O -1.752 -1.476 -3.026 2.861 2.350 -1.499
H -0.945 -1.783 -3.530 -1.322 -0.671 0.796
H -1.442 -0.507 -3.142 -1.572 -1.731 0.797
O -3.634 -0.867 -0.423 0.952 -2.189 -3.361
H -3.503 -0.842 0.490 0.400 -0.090 2.302
H -3.138 -1.696 -0.783 -1.279 2.361 0.985
O -0.562 -2.431 1.853 3.879 -1.444 3.725
H -0.458 -3.212 2.517 -0.279 2.194 -1.870
H -1.353 -2.577 1.451 -3.593 -0.722 -1.854
```
Forces are in eV/Å.